(1)
Molecular formula: C24H58CuP2Si4
Method: DFT, ωB97M-V/def2-TZVPD

Frontier orbital gap (spin up / spin down), eV: 5.36 / 7.46
Calculated total energy, eV: -120552.5963
2S+1: 2

```
89
Properties=species:S:1:pos:R:3:forces:R:3:mulliken_charge:R:1
P 0.116788 1.047354 -5.091169 -0.87 1.02 -0.26 0.8198
P -1.074387 2.363636 -3.777179 -1.61 -1.62 0.25 1.2146
C -0.587967 2.161853 -6.392461 0.33 0.22 -0.13 -1.0257
C -1.201594 3.229015 -5.404873 0.30 0.22 -0.53 -0.9251
H -1.318435 1.632513 -7.025512 0.04 0.29 0.27 0.3446
H 0.225256 2.526355 -7.048525 -0.50 0.04 0.19 0.3642
H -0.532799 4.113148 -5.299745 -0.64 -0.46 -0.48 0.1765
H -2.236554 3.575746 -5.527715 0.26 -0.15 -0.69 0.5181
C -2.803642 1.826665 -3.519896 -1.98 -0.25 0.26 -0.7922
H -3.079960 1.863848 -2.447487 0.21 0.06 -0.54 -0.1011
H -2.986071 0.782686 -3.845056 0.23 0.51 0.05 0.3191
H -3.515337 2.475644 -4.080529 0.34 -0.38 0.39 0.4176
C 2.234649 3.372195 -2.393736 0.46 0.52 -0.46 0.6666
H 3.119701 3.930979 -2.744533 -0.38 -0.04 0.19 0.6042
H 2.610926 2.473821 -1.885678 -0.33 0.34 0.31 -0.2394
H 1.563721 4.037801 -1.808791 0.78 -0.50 0.27 -0.7732
C -0.442104 -0.657221 -5.442663 -0.25 -0.89 -0.10 -0.6801
H -0.352719 -1.318559 -4.566833 0.09 0.47 -0.13 -0.4055
H 0.177370 -1.126762 -6.222215 0.02 0.34 0.06 0.4726
H -1.483019 -0.735259 -5.793933 0.27 0.40 0.20 0.4987
C 1.904476 0.818579 -4.927269 0.83 -0.96 -0.46 -1.4756
H 2.420138 1.789487 -4.941325 -0.05 -0.44 0.01 0.4548
H 2.279896 0.175745 -5.732714 0.13 -0.11 0.06 0.4511
H 2.085257 0.319211 -3.959424 0.04 0.23 -0.35 0.3267
Cu 0.907433 2.800974 -3.682677 2.29 1.08 1.25 -1.4183
C 0.596833 -2.637942 -2.518814 -1.14 1.01 0.89 -0.0620
C -0.709153 -2.316880 -2.363903 0.78 0.52 -0.01 -0.0865
C -1.966767 -2.852101 -2.989785 -0.66 -0.75 0.10 -0.2401
C -2.088740 -4.400873 -3.038871 -0.11 0.66 0.58 -0.7988
C -1.470060 -5.059973 -4.208561 0.69 -0.57 -0.54 -0.2721
C -0.364669 -4.834481 -4.933642 -0.43 -0.89 -0.18 -0.4139
C 0.962824 -4.209213 -4.687261 -0.06 0.81 0.09 -0.5958
C 1.388605 -3.589916 -3.339285 0.50 -0.42 -0.56 -0.8138
C -0.040365 0.662682 0.356907 0.14 -0.34 -0.26 -0.8763
H 1.274012 -2.059295 -1.858717 -0.46 -0.23 -0.39 0.3089
H -0.897271 -1.442859 -1.712330 0.24 -0.63 -0.15 -0.0186
H -2.133241 -2.447244 -4.004900 0.13 -0.17 0.29 0.1132
H -2.850726 -2.531692 -2.397581 0.68 0.16 -0.20 0.3415
H -1.731983 -4.824930 -2.087996 -0.09 0.10 -0.11 0.2993
H -3.163144 -4.651745 -3.113887 0.42 0.18 0.22 0.4139
H -2.043458 -5.939958 -4.487092 -0.24 0.31 -0.75 0.3020
H -0.340799 -5.333892 -5.914193 -0.02 -0.30 0.55 0.3178
H 1.159820 -3.494712 -5.503375 -0.06 0.05 0.24 0.2799
H 1.702086 -5.003184 -4.874677 -0.22 0.09 0.00 0.4010
H 1.759152 -4.383061 -2.655343 -0.10 0.34 -0.40 0.4045
H 2.259594 -2.995935 -3.663261 0.12 -0.33 0.53 0.2503
H -0.237529 -0.278203 0.891999 0.03 0.23 -0.10 0.4740
H 0.978016 0.601131 -0.049973 -0.19 0.04 0.05 0.4565
H -0.731709 0.712089 -0.498428 0.21 0.02 0.20 -0.3193
C 3.184086 2.408481 1.136649 0.27 0.07 0.02 -0.8552
Si 1.753552 3.347156 1.918197 -0.12 0.00 -0.36 0.7456
C 2.212716 3.556945 3.742891 0.01 0.08 0.14 -1.2596
C 1.531617 5.074409 1.191679 0.40 0.26 0.11 -0.9961
Si -0.240502 2.185651 1.482479 -0.16 0.05 0.44 0.3025
Si -0.918096 1.465650 3.600192 0.14 0.36 -0.57 0.2324
C -1.092129 2.911851 4.798125 -0.10 -0.10 0.24 -0.9931
C -2.572861 0.576941 3.504989 -0.10 -0.26 0.35 -1.1521
C 0.412991 0.280593 4.209323 -0.07 -0.24 0.32 -1.2054
Si -2.052015 3.446791 0.729003 0.73 -0.31 -0.29 0.6583
C -2.668535 4.614039 2.060737 -0.37 0.25 0.06 -1.2587
C -1.654029 4.477648 -0.805781 -0.04 0.22 -0.25 -0.6130
C -3.324411 2.132077 0.283636 -0.49 0.15 -0.05 -1.1698
H 4.123319 2.786037 1.568518 -0.13 -0.09 -0.18 0.4176
H 3.220348 2.546172 0.049170 -0.03 -0.05 0.28 0.1038
H 3.134827 1.333641 1.359117 -0.03 0.19 -0.04 0.2755
H 3.285135 3.799658 3.806186 -0.25 -0.02 -0.06 0.3989
H 1.661597 4.385868 4.205185 0.10 -0.16 -0.07 0.2868
H 2.047203 2.656620 4.346398 0.02 0.17 -0.12 0.3075
H 1.657598 5.108769 0.101418 -0.04 -0.12 0.27 0.2631
H 0.551277 5.504830 1.439443 0.20 -0.12 0.00 0.1959
H 2.304208 5.720229 1.635473 -0.17 0.05 -0.15 0.4122
H -1.863862 3.625831 4.490599 0.13 -0.18 0.04 0.2620
H -1.389944 2.496947 5.770915 0.02 0.14 -0.05 0.4101
H -0.159466 3.463399 4.946668 -0.14 -0.14 -0.05 0.2179
H -2.574498 -0.222260 2.752058 0.03 0.17 0.12 0.3131
H -2.761047 0.114056 4.485335 -0.13 0.02 -0.20 0.3735
H -3.406467 1.255644 3.285874 0.21 -0.09 0.08 0.2562
H 0.156740 -0.745132 3.911676 0.12 0.15 0.08 0.3200
H 1.416489 0.506789 3.827209 -0.26 -0.01 0.06 0.3074
H 0.447686 0.318040 5.307667 0.08 -0.15 -0.17 0.3774
H -1.860040 5.102624 2.620365 -0.11 -0.14 -0.18 0.3397
H -3.255472 5.404488 1.568940 0.05 -0.13 0.21 0.4534
H -3.320966 4.106661 2.782607 0.12 0.10 -0.11 0.3081
H -2.015763 4.014723 -1.739556 0.04 0.14 0.41 0.0268
H -2.140690 5.465100 -0.702749 0.27 -0.29 -0.15 0.4362
H -0.568762 4.615487 -0.936058 -0.39 0.08 0.09 -0.0112
H -2.905607 1.286603 -0.276296 0.04 0.25 0.09 0.1264
H -3.807174 1.717547 1.173983 0.03 0.08 -0.12 0.2566
H -4.098903 2.600334 -0.339666 -0.02 -0.19 0.09 0.4512
```
Positions in Å, forces in eV/Å.

---

(2)
Molecular formula: C24H58N6O8P
Method: DFT, ωB97M-V/def2-TZVPD

Frontier orbital gap, eV: 5.26
Calculated total energy, eV: -60439.6544
2S+1: 1
Charge: -1

```
97
Properties=species:S:1:pos:R:3:forces:R:3:mulliken_charge:R:1
C -2.330732 3.374733 -7.177233 -0.04 -0.03 0.11 -1.8121
C -1.192377 3.201975 -6.160610 -0.24 -0.08 -0.37 2.0543
C 0.106499 3.728541 -6.776106 0.02 0.17 0.15 -1.6644
C -1.124657 1.719750 -5.728327 0.07 0.26 0.15 -1.2719
C 0.224124 1.146900 -5.295530 0.10 -0.17 0.38 0.4709
C 0.575591 -0.186702 -5.967553 0.02 -0.44 0.01 -0.4449
O 1.374942 -0.930458 -5.096804 0.16 0.02 -0.03 -0.5215
P 1.631261 -0.112050 -3.541453 0.74 -0.07 0.64 0.2558
O 0.209496 0.854041 -3.920216 -0.10 0.13 0.01 -0.2929
H -3.193212 2.757279 -6.919252 -0.03 0.06 0.04 0.3835
H -1.990147 3.084204 -8.175558 -0.03 -0.05 0.00 0.4885
H -2.669200 4.412911 -7.221693 0.03 0.02 -0.09 0.3767
H -1.467278 3.819793 -5.299793 0.23 -0.07 0.09 -0.6410
H 0.805009 4.086212 -6.018930 0.06 -0.10 0.00 0.4148
H -0.100715 4.562374 -7.453284 0.00 0.02 0.02 0.4325
H 0.617739 2.947413 -7.342200 -0.05 0.02 -0.09 0.2940
H -1.558853 1.109119 -6.528575 0.15 -0.01 -0.08 0.3415
H -1.775138 1.592798 -4.859483 -0.13 -0.10 -0.11 0.1271
H 1.055651 1.838815 -5.469231 -0.13 0.14 -0.22 0.1044
H -0.343581 -0.757286 -6.184372 -0.09 0.11 -0.02 0.3256
H 1.090201 -0.026292 -6.929268 -0.04 0.10 -0.03 0.1947
H 2.816954 -0.921294 -3.225418 -0.13 -0.08 -0.17 -0.0523
H 2.506599 0.822994 -4.188473 -0.33 0.14 -0.19 -0.5145
H 1.824545 0.635031 -2.294248 -0.11 -0.22 0.11 -0.0450
H 0.817792 -1.108627 -2.878415 -0.26 0.12 -0.11 -0.0106
C -4.488874 2.854381 -2.548623 -0.12 -0.12 -0.22 -0.8042
C -4.537754 3.805864 -3.716390 0.16 0.03 0.05 0.7825
O -5.313290 3.679770 -4.651919 -0.09 0.03 0.00 -0.7179
N -3.646504 4.836054 -3.686397 -0.07 0.03 0.07 -0.1410
C -2.638911 5.103966 -2.677908 0.00 0.01 -0.10 -0.6141
H -5.217919 2.065903 -2.713377 -0.03 0.03 -0.05 0.3642
H -3.497118 2.414578 -2.453253 -0.05 0.00 0.09 -0.1300
H -4.712114 3.362028 -1.610597 0.08 -0.01 0.02 0.3780
H -3.706297 5.448338 -4.484109 0.04 -0.04 -0.04 0.2247
H -2.794609 6.085283 -2.223240 -0.01 -0.01 0.02 0.3120
H -1.638301 5.081081 -3.114008 0.01 -0.03 0.01 0.2453
H -2.677506 4.351045 -1.895815 0.03 0.00 0.01 0.1294
C -1.302248 0.420695 -0.812764 0.09 0.09 -0.07 -0.7640
C -2.046015 1.287249 0.164050 0.08 0.01 -0.29 0.6029
O -2.619625 2.306156 -0.202149 -0.07 0.13 0.31 -0.6588
N -2.054776 0.926915 1.475809 -0.06 -0.04 -0.04 -0.0698
C -1.440447 -0.236974 2.085647 -0.19 0.35 0.01 -0.6574
H -1.368709 0.869896 -1.800115 0.04 -0.05 -0.03 -0.0763
H -0.242174 0.372752 -0.557298 0.01 -0.14 -0.03 0.4041
H -1.702862 -0.592598 -0.855970 0.06 -0.02 0.07 0.3556
H -2.552311 1.573479 2.067230 0.01 0.01 0.00 0.2532
H -2.205440 -0.847064 2.572340 0.08 -0.14 -0.02 -0.1585
H -0.708996 0.069444 2.833438 0.04 -0.12 0.00 0.2876
H -0.935881 -0.848687 1.347792 0.02 0.03 0.00 0.3667
C 6.282256 2.011458 -3.421550 -0.02 0.04 -0.01 -1.4126
C 5.434934 1.663222 -4.627979 -0.07 -0.32 0.08 0.8776
O 4.403948 2.245167 -4.882883 0.15 0.43 -0.12 -0.5906
N 5.861211 0.630425 -5.415111 0.09 0.16 -0.12 -0.1370
C 7.034823 -0.191448 -5.256385 -0.09 -0.06 0.00 -0.8745
H 5.792688 2.832203 -2.906523 -0.01 0.00 -0.01 0.3056
H 6.359786 1.161831 -2.742321 0.01 -0.01 -0.01 0.3479
H 7.287904 2.317364 -3.716317 0.01 -0.02 0.01 0.3821
H 5.227505 0.425411 -6.171934 -0.07 -0.07 0.08 0.2178
H 7.686719 -0.128457 -6.131950 0.02 0.02 0.01 0.2841
H 6.764332 -1.239586 -5.108130 0.01 0.00 0.04 0.2913
H 7.602941 0.134360 -4.389858 0.02 -0.01 0.00 0.3077
C 1.614155 -3.015645 4.777895 -0.01 0.06 -0.09 -1.2343
C 1.535867 -1.996148 3.665452 0.07 0.03 -0.01 0.6566
O 0.767707 -2.113213 2.727922 -0.04 -0.14 0.04 -0.6276
N 2.365650 -0.916525 3.737213 -0.02 0.03 0.02 -0.1291
C 3.331760 -0.598864 4.763311 -0.01 0.03 -0.06 -0.8574
H 0.898830 -3.805622 4.580152 -0.01 0.02 -0.01 0.3753
H 2.616877 -3.445822 4.829571 0.00 0.01 0.04 0.3345
H 1.370834 -2.571353 5.742959 0.02 -0.03 0.02 0.3591
H 2.273737 -0.285335 2.955798 0.01 -0.02 -0.02 0.2530
H 3.103734 0.359227 5.234960 -0.01 -0.01 0.03 0.2900
H 4.340900 -0.543567 4.349314 0.01 -0.02 0.02 0.2899
H 3.320181 -1.364937 5.532636 0.01 0.01 0.01 0.2945
C -5.405442 -2.392146 6.612982 0.03 0.00 0.03 -1.3118
C -4.167700 -1.703420 6.076041 -0.08 -0.03 -0.02 0.8456
O -3.297708 -1.284935 6.820106 0.00 0.02 0.01 -0.6515
N -4.069511 -1.568553 4.728297 0.03 0.06 0.04 -0.0111
C -5.005424 -1.995071 3.709856 0.10 0.02 -0.04 -0.8945
H -5.327359 -2.415955 7.695450 0.02 0.01 0.00 0.2887
H -6.310180 -1.852336 6.330818 -0.01 -0.02 -0.02 0.3613
H -5.481260 -3.413019 6.236788 -0.02 0.01 -0.02 0.3539
H -3.222945 -1.110614 4.427178 0.02 -0.03 0.02 0.1477
H -4.539051 -2.708034 3.027908 -0.02 -0.03 0.01 0.2912
H -5.355930 -1.145119 3.121765 -0.03 0.00 0.01 0.2888
H -5.865978 -2.472349 4.167693 -0.01 0.00 -0.01 0.3728
C 0.296453 -5.329128 9.426452 -0.03 0.01 -0.03 -1.3878
C 1.013191 -5.043876 8.125146 0.01 0.00 0.06 0.8409
O 0.411324 -4.741859 7.112392 -0.02 -0.06 0.01 -0.5910
N 2.373870 -5.134822 8.125280 0.01 0.01 -0.01 -0.1083
C 3.249590 -5.473971 9.224809 0.01 0.01 -0.07 -0.8827
H -0.767614 -5.209281 9.249152 0.00 0.01 -0.02 0.3004
H 0.491733 -6.346205 9.768829 0.01 0.01 0.02 0.3748
H 0.607824 -4.634900 10.207844 0.01 -0.02 0.01 0.3614
H 2.788663 -4.936200 7.228269 -0.01 -0.01 0.00 0.1953
H 3.946310 -4.660815 9.437486 -0.01 0.01 0.03 0.2893
H 3.830018 -6.371468 9.002300 -0.01 -0.02 0.02 0.2913
H 2.666014 -5.661801 10.120570 0.01 0.00 0.01 0.3243
```
Positions in Å, forces in eV/Å.